Entry 1:
Below is C12H30OSi2 as an isolated structure, with properties calculated with the ωB97M-V functional and the def2-TZVPD basis.

Last column: Löwdin charge in e.
Cartesian coordinates (Å):
C1 4.23582 -1.17751 1.52582  -0.105
C2 2.95397 -1.96915 1.81173  -0.247
C3 1.66973 -1.28205 1.32070  -0.213
C4 1.11473 -1.88899 0.03598  -0.212
C5 1.97330 -1.72389 -1.21714  -0.202
C6 1.88179 -0.40401 -1.97682  -0.203
C7 2.09285 0.89195 -1.19904  -0.199
C8 0.87323 1.37408 -0.39998  -0.224
C9 0.16795 2.56769 -1.03625  -0.214
C10 -1.13381 2.92080 -0.32135  -0.222
C11 -2.26978 1.94834 -0.60888  -0.279
C12 -3.46669 2.09165 0.34961  -0.308
Si1 -4.49204 0.54851 0.36240  0.480
O1 -3.48588 -0.71522 0.76332  -0.509
Si2 -4.01561 -2.27136 0.59480  0.493
H1 5.09173 -1.83524 1.39769  0.068
H2 4.44724 -0.47605 2.32893  0.070
H3 4.13890 -0.59604 0.60918  0.046
H4 3.02982 -2.95247 1.34873  0.100
H5 2.87826 -2.11429 2.88728  0.098
H6 0.89458 -1.35415 2.08270  0.108
H7 1.87473 -0.21822 1.19307  0.077
H8 0.10260 -1.52745 -0.15317  0.097
H9 1.00994 -2.96073 0.22509  0.107
H10 1.66973 -2.50581 -1.91554  0.107
H11 3.01545 -1.93779 -0.97092  0.104
H12 0.91642 -0.35181 -2.48603  0.114
H13 2.63859 -0.44030 -2.76268  0.106
H14 2.95863 0.80609 -0.54139  0.092
H15 2.34590 1.67165 -1.91982  0.105
H16 1.17539 1.66691 0.60704  0.110
H17 0.15760 0.56271 -0.28007  0.084
H18 0.83980 3.42493 -0.97712  0.112
H19 -0.03396 2.36115 -2.08950  0.117
H20 -0.93262 2.93237 0.75367  0.112
H21 -1.45718 3.92717 -0.58944  0.112
H22 -2.61728 2.11065 -1.63004  0.113
H23 -1.88980 0.92747 -0.56360  0.082
H24 -3.09813 2.28333 1.35799  0.076
H25 -4.08484 2.93714 0.04639  0.074
H26 -5.57801 0.63336 1.36469  -0.022
H27 -5.04901 0.30426 -0.98913  -0.012
H28 -3.33456 -2.91992 -0.54190  -0.065
H29 -3.72998 -3.02225 1.83229  -0.068
H30 -5.47947 -2.24749 0.37075  -0.061

Computed properties:
E   -1129.50156 hartree
Charge   0
Frontier orbital gap   11.306 eV
ΔE to the lowest compared entry with this formula, charge and spin   184.9 kJ/mol
2S+1   1
LUMO   0.93 eV

***

Entry 2:
Below is a 3-piece molecular cluster, C12H31BN2O9P overall in a non-equilibrium geometry, with properties calculated with the ωB97M-V functional and the def2-TZVPD basis.

Last column: Löwdin charge in e.
Cartesian coordinates (Å):
C1 1.47169 3.36460 0.57672  -0.072
O1 0.36283 3.10293 -0.35273  -0.040
B1 0.68769 1.97498 -1.28309  -0.515
O2 0.74189 2.33555 -2.72674  0.097
N1 0.87699 0.58440 -0.70695  -0.009
C2 1.76595 -0.33681 -1.50421  -0.152
C3 3.15619 0.30927 -2.06485  -0.157
C4 4.14287 0.97267 -0.93963  -0.261
N2 4.00605 0.41538 0.45674  -0.017
P1 -0.80631 -0.07169 -0.48432  0.831
O3 -1.23407 -1.08718 -1.61688  -0.291
O4 -0.98737 -0.89723 1.05568  -0.151
O5 -2.02294 1.22263 -0.51545  -0.161
H1 1.67554 4.51569 0.62243  0.128
H2 2.47618 2.82199 0.32243  0.076
H3 1.19621 3.03587 1.69004  0.118
H4 1.54747 2.96041 -2.78438  0.155
H5 1.27219 0.59843 0.28164  0.133
H6 2.07624 -1.22306 -0.76753  0.161
H7 1.23858 -0.86842 -2.41755  0.162
H8 3.77194 -0.59200 -2.55059  0.146
H9 3.01866 1.08322 -2.95864  0.127
H10 4.06805 2.15496 -1.00592  0.122
H11 5.25698 0.72128 -1.28705  0.137
H12 3.86212 -0.61674 0.41951  0.083
H13 3.29243 0.90879 1.03441  0.036
H14 -1.67338 -0.41256 1.63003  0.126
H15 -2.31207 1.25120 -1.49452  0.128
O6 -5.85252 -3.91037 -6.20726  0.084
C5 -5.56830 -3.27981 -5.18910  -0.503
O7 -4.31922 -2.79683 -5.01280  -0.006
C6 -3.92099 -1.92648 -3.93650  -0.230
C7 -3.63306 -2.72007 -2.67731  -0.077
C8 -6.57898 -3.11046 -4.09418  0.002
H16 -4.66212 -1.13630 -3.78074  0.114
H17 -3.00230 -1.42862 -4.26459  0.119
H18 -4.51728 -3.25884 -2.32489  0.071
H19 -3.29004 -2.06013 -1.87539  0.048
H20 -2.86299 -3.47430 -2.86879  0.091
H21 -6.63156 -4.03339 -3.51038  0.101
H22 -7.55425 -2.91031 -4.54898  0.097
H23 -6.37538 -2.27311 -3.42810  0.065
O8 1.24122 0.52991 2.48633  0.017
C9 1.46094 0.44564 3.69450  -0.475
O9 0.86276 1.29576 4.55708  0.006
C10 0.93373 1.19261 5.99194  -0.214
C11 2.22025 1.80041 6.51507  -0.060
C12 2.45752 -0.54548 4.21749  0.022
H24 0.79095 0.15666 6.31497  0.121
H25 0.08326 1.75940 6.38561  0.130
H26 3.10207 1.28306 6.12641  0.070
H27 2.25044 1.75838 7.60758  0.092
H28 2.30567 2.84494 6.19853  0.089
H29 3.46652 -0.15533 4.05913  0.108
H30 2.33804 -1.48312 3.66557  0.101
H31 2.32709 -0.79241 5.27024  0.078

Computed properties:
E   -1628.49620 hartree
Charge   +1
Frontier orbital gap   7.386 eV
2S+1   1
LUMO   -4.07 eV

***

Entry 3:
Below is a 9-piece molecular cluster, C12H31F2N4O12 overall in a non-equilibrium geometry, with properties calculated with the ωB97M-V functional and the def2-TZVPD basis.

Last column: Löwdin charge in e.
Cartesian coordinates (Å):
N1 -0.94666 -4.91653 -3.38480  0.356
H1 -1.82235 -4.42754 -3.50377  0.139
H2 -0.44028 -4.48611 -4.14534  0.142
H3 -1.13932 -5.88468 -3.59855  0.162
H4 -0.67580 -4.60590 -2.46271  0.148
N2 1.42813 0.11500 -1.51198  0.361
H5 2.16110 0.41042 -0.88303  0.164
H6 1.84031 -0.47138 -2.22358  0.146
H7 0.78035 0.77178 -1.92321  0.139
H8 0.84797 -0.58845 -1.07761  0.138
N3 -1.37213 -0.11741 -5.97566  0.353
H9 -1.04261 0.64166 -5.39658  0.144
H10 -1.74229 0.13371 -6.88121  0.161
H11 -2.04560 -0.75544 -5.57633  0.140
H12 -0.56189 -0.71888 -5.93272  0.135
N4 -4.19218 -0.03785 -0.69432  0.359
H13 -4.71740 0.60759 -0.12189  0.162
H14 -3.53865 0.46515 -1.27741  0.134
H15 -4.80467 -0.54524 -1.31683  0.150
H16 -3.66463 -0.74755 -0.20635  0.152
C1 4.06155 -2.82629 -6.90679  -0.024
C2 2.76953 -2.44498 -6.18195  -0.836
O1 1.76579 -3.17051 -6.25464  -0.138
O2 2.74797 -1.43177 -5.43752  -0.143
H17 4.52146 -1.92816 -7.31906  0.071
H18 3.77067 -3.59267 -7.62521  0.069
H19 4.70014 -3.13903 -6.08067  0.075
C3 -0.41770 -3.63983 2.69405  -0.027
C4 -0.14754 -3.51343 1.15355  -0.817
O3 0.93430 -3.74826 0.61443  -0.081
O4 -1.09172 -3.09491 0.43659  -0.194
H20 -0.59732 -2.65150 3.11719  0.057
H21 0.35163 -4.12143 3.29761  0.065
H22 -1.38387 -4.12932 2.81654  0.056
C5 -2.03873 4.92298 -2.46457  -0.027
C6 -1.34356 3.64622 -3.02623  -0.810
O5 -1.80620 2.56551 -2.60778  -0.181
O6 -0.59139 3.58522 -4.01028  -0.086
H23 -2.82335 4.69098 -1.74440  0.052
H24 -2.47409 5.44791 -3.31488  0.068
H25 -1.32982 5.57722 -1.95711  0.065
C7 -1.50440 3.82557 5.43918  -0.076
C8 -1.85018 4.73344 4.32311  -0.336
O7 -1.41078 4.06532 3.16748  0.171
C9 -1.44216 2.77638 3.49412  -0.560
O8 -1.39660 1.88389 2.66947  0.129
O9 -1.50830 2.58380 4.81404  0.097
F1 -1.13068 5.86383 4.35735  0.094
H26 -2.09424 3.93608 6.34911  0.152
H27 -0.46734 3.99274 5.73014  0.150
H28 -2.90344 5.00733 4.26219  0.177
C10 2.96739 -0.78540 7.05956  -0.010
C11 3.16082 0.73669 7.03786  -0.289
O10 3.60826 0.88498 5.68414  0.136
C12 3.33613 -0.16370 4.93684  -0.631
O11 3.49118 -0.12471 3.72540  0.132
O12 2.78578 -1.06745 5.65164  0.114
F2 4.17602 1.03912 7.85501  0.093
H29 2.13124 -1.12100 7.67302  0.140
H30 3.89785 -1.18347 7.46437  0.144
H31 2.22457 1.27040 7.20122  0.170

Computed properties:
E   -1797.03134 hartree
Charge   +1
Frontier orbital gap   4.794 eV
ΔE to the lowest compared entry with this formula, charge and spin   825.3 kJ/mol
2S+1   1
LUMO   -4.51 eV

***

Entry 4:
Below is C12H31I2N3O4Si2 as an isolated structure, with properties calculated with the ωB97M-V functional and the def2-TZVPD basis.

Last column: Löwdin charge in e.
Cartesian coordinates (Å):
C1 -0.41284 -6.26505 5.77845  -0.162
C2 0.09405 -5.72500 4.43748  -0.899
I1 1.74696 -6.89257 3.68193  0.818
C3 0.47076 -4.25204 4.54214  -0.942
I2 0.44911 -3.30468 2.62005  0.823
Si1 2.14034 -3.87294 5.33767  0.321
O1 1.95732 -2.38052 6.02256  -0.517
Si2 2.93549 -1.60716 7.10347  0.515
H1 -0.06334 -7.27187 5.98871  0.051
H2 -0.09414 -5.62435 6.60208  0.069
H3 -1.50369 -6.28063 5.77477  0.083
H4 -0.65578 -5.86302 3.66317  0.039
H5 -0.30977 -3.74594 5.11444  0.049
H6 2.41440 -4.85709 6.41167  -0.004
H7 3.22879 -3.84105 4.34836  -0.018
H8 4.34282 -1.99568 6.85850  -0.059
H9 2.76987 -0.15283 6.93097  -0.069
H10 2.56825 -1.99394 8.48217  -0.065
C4 -1.45761 0.75701 -2.09365  -0.016
C5 -0.29740 -0.03501 -1.54137  -0.546
O2 0.59729 -0.46201 -2.25127  0.030
N1 -0.27572 -0.25056 -0.19561  0.007
C6 -1.23158 0.18378 0.79747  -0.091
H11 -1.31055 0.84096 -3.16536  0.066
H12 -2.40651 0.25516 -1.89590  0.089
H13 -1.48179 1.75812 -1.66592  0.057
H14 0.52434 -0.77837 0.11661  0.117
H15 -0.75704 0.82732 1.54186  0.082
H16 -1.67250 -0.66734 1.32072  0.063
H17 -2.03342 0.74784 0.33090  0.073
C7 1.96866 3.84506 -2.35363  -0.004
C8 0.71729 4.01979 -1.52562  -0.539
O3 -0.38479 3.73524 -1.96825  0.017
N2 0.85539 4.49641 -0.26095  0.009
C9 2.07364 4.87017 0.42314  -0.079
H18 1.66953 3.45277 -3.32024  0.083
H19 2.49002 4.79319 -2.49108  0.084
H20 2.65696 3.14203 -1.88317  0.087
H21 -0.01766 4.59117 0.23348  0.139
H22 2.22463 4.26740 1.32035  0.083
H23 2.05827 5.92212 0.71341  0.083
H24 2.92706 4.71554 -0.22976  0.071
C10 -1.70605 0.84327 -7.62208  -0.012
C11 -3.10955 1.38497 -7.46068  -0.555
O4 -3.99461 1.11871 -8.25516  0.029
N3 -3.35134 2.18530 -6.38768  0.007
C12 -2.42806 2.60251 -5.35432  -0.078
H25 -1.69317 0.23180 -8.51873  0.081
H26 -0.97927 1.65010 -7.72444  0.082
H27 -1.41346 0.23478 -6.76540  0.083
H28 -4.30373 2.50993 -6.33460  0.137
H29 -2.76079 2.26718 -4.37131  0.072
H30 -2.33096 3.68907 -5.32496  0.086
H31 -1.44412 2.18096 -5.53542  0.071

Computed properties:
E   -2115.53145 hartree
Charge   0
Frontier orbital gap   9.431 eV
ΔE to the lowest compared entry with this formula, charge and spin   0.0 kJ/mol
2S+1   1
LUMO   0.20 eV